# 1
DFT (ωB97M-V with the def2-TZVPD basis set) results for a structure of composition C5H17CoN2O at a distorted geometry.

Each line ends with the Mulliken spin population.
Geometry (Å):
C 2.3143 -2.2863 -1.2404  0.070
Co 1.9480 0.1868 -1.0226  1.881
N 2.2522 2.0415 -0.0809  0.140
H 3.3459 0.3724 -1.5283  0.024
H 1.5505 2.7483 -0.3425  -0.036
H 3.0216 -1.5177 -0.8408  -0.019
H 2.7469 -2.7322 -2.1448  -0.012
H 1.3035 -1.9247 -1.4790  0.008
H 2.2372 -3.0759 -0.4833  -0.018
H 2.1749 1.9079 0.9306  -0.080
H 3.1681 2.4636 -0.2613  -0.016
C -2.9605 0.2116 1.3091  2.548
N -2.0208 0.1264 0.2004  -2.280
C -2.5751 0.2492 -1.1387  0.740
C -0.6976 0.0637 0.3745  0.744
C -0.1241 -0.0940 1.7525  0.987
O 0.0372 0.1300 -0.6686  -0.037
H -3.9511 0.3184 0.8585  -0.507
H -2.7494 1.0817 1.9512  -0.296
H -2.9349 -0.6915 1.9374  -0.188
H -3.0677 1.2216 -1.2486  -0.249
H -1.7653 0.1515 -1.8613  0.350
H -3.3214 -0.5354 -1.2928  -0.216
H 0.4835 -1.0110 1.7902  0.193
H 0.5040 0.7736 2.0220  0.051
H -0.9198 -0.1793 2.5074  -0.782

Summary:
spin multiplicity	4
electronic energy	-1768.08121	Ha
LUMO (alpha / beta)	3.56 / 3.58	eV
F_max	2.3	eV/A
charge	-1
energy above the lowest of the compared OMol25 structures with the same formula, charge and spin	0.0	kJ/mol
HOMO energy (alpha / beta)	0.66 / -2.82	eV

---

# 2
DFT (ωB97M-V with the def2-TZVPD basis set) results for a structure of composition C14H20N2O5S2 at a distorted geometry.

Each line ends with the Mulliken charge.
Geometry (Å):
C 1.2416 -1.3025 -4.9450  -0.904
C -0.0052 -1.8037 -3.9790  -0.405
H -0.9375 -1.5714 -4.3047  0.477
H 0.0694 -2.9429 -3.9439  0.313
O -0.0550 -1.3002 -2.8931  -0.274
C 0.9803 -1.7607 -1.9958  -0.273
O 1.7155 -2.6464 -2.2529  -0.506
C 0.9125 -1.1306 -0.6003  1.137
C 1.3017 -2.0163 0.5766  -1.360
H 1.9265 -2.6790 0.2630  0.816
H 0.5519 -2.4430 1.0686  0.499
C 2.0462 -1.2344 1.6817  -1.200
N 1.2827 0.2733 1.5474  -0.085
C 0.4562 0.7143 2.4137  1.120
O -0.1635 1.7252 2.1573  -0.713
C -0.1650 -0.1453 3.2730  -0.934
N -1.7356 0.2511 3.4117  -0.437
S -2.5209 -0.0049 2.0344  1.266
O -1.9038 -1.0855 1.4382  -0.582
O -3.7848 -0.2918 2.5241  -0.796
C -2.6365 1.3740 1.1964  0.538
C -3.0332 2.6389 1.5813  -0.212
C -2.9932 3.6300 0.7241  -0.258
C -2.1830 3.3341 -0.4333  -0.998
S -1.8654 1.3512 -0.1589  -0.095
H -2.1216 3.8388 -1.2071  0.776
H -3.6353 4.6941 0.6345  0.224
H -3.7522 2.6147 2.6567  0.130
H -1.6935 1.1282 3.7848  0.350
H 0.2363 -0.0750 4.3158  0.299
H -0.2297 -1.3370 3.0820  0.325
C 1.8395 0.9299 0.4620  -1.302
C 1.9994 0.1395 -0.6874  -0.775
H 2.9034 -0.2815 -0.9503  0.611
H 1.7506 0.7290 -1.7004  0.319
H 1.3098 1.8079 0.5219  0.682
H 2.7797 1.3466 0.7343  0.282
H 2.0387 -1.3078 2.6769  0.775
H 3.1132 -1.0025 1.5101  0.382
H 0.1584 -0.6176 -0.4678  0.024
H 1.2066 -0.1136 -5.0645  0.245
H 2.4384 -1.5989 -4.6178  0.218
H 1.1564 -1.8287 -6.0682  0.297

Summary:
electronic energy	-1827.09456	Ha
LUMO	0.05	eV
F_max	15.2	eV/A
charge	0
energy above the lowest of the compared OMol25 structures with the same formula, charge and spin	1288.7	kJ/mol
HOMO energy	-8.63	eV

---

# 3
DFT (ωB97M-V with the def2-TZVPD basis set) results for an isolated molecule of C4H4Cl2 at a distorted geometry.

Each line ends with the Mulliken charge.
Geometry (Å):
Cl -1.3865 -1.5768 0.0753  -0.151
C 0.3142 -1.6739 -0.2182  -0.236
C 1.2700 -0.8130 0.2215  -0.290
C 1.1533 0.3689 1.0741  -0.186
C 0.5115 1.4820 0.7122  -0.232
Cl -0.0435 1.8556 -0.8626  -0.141
H 0.6230 -2.4652 -0.8575  0.372
H 2.2990 -1.1268 -0.0417  0.265
H 1.5920 0.3631 2.0880  0.287
H 0.3018 2.3041 1.4569  0.312

Summary:
electronic energy	-1075.15153	Ha
LUMO	0.86	eV
F_max	2.3	eV/A
charge	0
energy above the lowest of the compared OMol25 structures with the same formula, charge and spin	28.5	kJ/mol
HOMO energy	-9.23	eV

---

# 4
DFT (ωB97M-V with the def2-TZVPD basis set) results for an isolated molecule of C24H28FN3O3S at a distorted geometry.

Each line ends with the Mulliken charge.
Geometry (Å):
C 3.9478 -8.0275 0.7481  -1.084
C 3.1805 -6.7586 0.7285  0.567
C 2.7758 -5.9689 1.8328  -0.705
C 2.1044 -4.9143 1.2633  0.382
C 1.4461 -3.7551 1.8319  0.572
C 1.3467 -3.5862 3.2138  -1.028
C 0.7164 -2.4759 3.7371  -0.931
C 0.1621 -1.4958 2.9156  0.547
C -0.5326 -0.3146 3.5113  -1.849
C 0.2729 -1.6749 1.5413  0.370
S -0.3985 -0.5041 0.3595  1.548
O -0.0405 -0.9243 -0.9582  -0.690
O -0.0550 0.8409 0.7592  -0.621
N -2.0363 -0.7672 0.5799  -0.030
C -2.9249 -0.7432 -0.5649  -1.511
C -3.2719 0.6577 -1.1035  0.667
C -3.7225 1.6050 0.0131  -0.546
C -3.9668 3.0151 -0.5455  -1.398
N -2.8200 3.5712 -1.2328  0.061
C -1.7240 3.9159 -0.3308  -0.146
C -0.6008 4.5816 -1.0755  -0.448
C 0.6705 4.0215 -1.0755  -0.021
C 1.7081 4.6296 -1.7611  -0.802
C 1.4523 5.8003 -2.4491  0.430
F 2.4609 6.4022 -3.1217  -0.335
C 0.1948 6.3762 -2.4729  -0.653
C -0.8291 5.7583 -1.7797  -0.326
C -2.4275 2.6938 -2.3205  -1.508
C -2.0930 1.2708 -1.8614  0.224
C 0.8983 -2.7781 1.0012  -0.559
O 2.1138 -5.0742 -0.0736  -0.103
N 2.7754 -6.2081 -0.3870  -0.683
H 3.4096 -8.7824 1.3189  0.278
H 4.0933 -8.3792 -0.2687  0.340
H 4.9170 -7.8715 1.2191  0.276
H 2.9628 -6.1618 2.8678  0.439
H 1.7641 -4.3273 3.8771  0.365
H 0.6485 -2.3595 4.8089  0.431
H -0.1347 -0.0978 4.5000  0.505
H -0.4075 0.5561 2.8739  0.232
H -1.5976 -0.5247 3.6177  0.295
H -2.3801 -0.2121 1.3484  0.314
H -2.4189 -1.3171 -1.3428  0.471
H -3.8391 -1.2696 -0.2714  0.515
H -4.1058 0.5324 -1.8058  0.277
H -4.6356 1.2315 0.4831  0.356
H -2.9457 1.6733 0.7778  0.276
H -4.2513 3.6921 0.2647  0.510
H -4.7916 2.9816 -1.2651  0.445
H -1.3153 3.0513 0.2115  0.068
H -2.1335 4.6175 0.4053  0.576
H 0.8485 3.1011 -0.5380  0.459
H 2.7002 4.2067 -1.7700  0.455
H 0.0334 7.2892 -3.0244  0.433
H -1.8220 6.1807 -1.7880  0.415
H -1.5682 3.1344 -2.8290  0.467
H -3.2644 2.6650 -3.0266  0.467
H -1.2140 1.2981 -1.2206  -0.289
H -1.8457 0.6534 -2.7257  0.458
H 0.9607 -2.8651 -0.0716  0.778

Summary:
electronic energy	-1819.34365	Ha
LUMO	0.11	eV
F_max	1.4	eV/A
charge	0
energy above the lowest of the compared OMol25 structures with the same formula, charge and spin	296.8	kJ/mol
HOMO energy	-8.28	eV